2 unconnected molecules or ions with the total composition C21H42N3O2PS2, computed with ωB97M-V/def2-TZVPD.

Atoms and positions in Å:
1 C -0.181 0.721 3.433
2 C 0.515 -0.589 2.868
3 C 0.376 -0.476 1.302
4 C 1.605 -1.151 0.560
5 N 1.555 -1.133 -0.889
6 C 1.084 0.066 -1.551
7 C -0.450 0.165 -1.838
8 C -0.901 1.659 -2.076
9 C -1.245 2.410 -0.758
10 C -1.352 3.978 -0.830
11 O -2.738 4.329 -0.830
12 C -3.243 4.580 0.468
13 P -4.919 3.724 0.789
14 C -4.699 2.975 2.512
15 O -5.045 2.383 -0.248
16 C -0.566 4.648 -2.006
17 C -0.176 6.144 -1.641
18 N -1.237 4.539 -3.303
19 C 1.475 -2.325 -1.572
20 S 1.380 -2.359 -3.252
21 S 1.516 -3.989 -0.776
22 C -0.199 -4.668 -0.778
23 C -0.866 -4.267 0.597
24 C -2.430 -4.221 0.519
25 H -1.019 0.948 2.730
26 H 0.491 1.600 3.375
27 H -0.634 0.573 4.429
28 H 1.586 -0.539 3.141
29 H -0.022 -1.459 3.283
30 H -0.591 -0.876 0.949
31 H 0.492 0.610 1.099
32 H 2.484 -0.539 0.886
33 H 1.736 -2.135 1.043
34 H 1.338 0.933 -0.894
35 H 1.596 0.297 -2.508
36 H -0.633 -0.340 -2.813
37 H -1.100 -0.333 -1.096
38 H -0.098 2.111 -2.689
39 H -1.835 1.611 -2.678
40 H -0.540 2.154 0.059
41 H -2.243 2.036 -0.427
42 H -0.855 4.366 0.092
43 H -2.575 4.272 1.301
44 H -3.447 5.672 0.550
45 H -4.055 3.678 3.092
46 H -5.657 2.896 3.056
47 H -4.187 1.994 2.436
48 H -5.899 1.998 -0.040
49 H 0.411 4.105 -2.028
50 H -0.816 6.804 -2.253
51 H 0.870 6.287 -1.974
52 H -0.280 6.316 -0.555
53 H -2.133 4.080 -3.219
54 H -0.632 4.083 -3.970
55 H -0.129 -5.762 -0.911
56 H -0.731 -4.175 -1.618
57 H -0.579 -5.013 1.366
58 H -0.503 -3.253 0.860
59 H -2.811 -3.508 1.275
60 H -2.885 -5.210 0.741
61 H -2.791 -3.900 -0.480
62 C 6.673 -5.868 0.145
63 C 6.855 -4.865 1.131
64 C 5.785 -4.011 1.048
65 N 4.966 -4.459 0.047
66 C 5.497 -5.592 -0.505
67 H 7.328 -6.698 -0.064
68 H 7.678 -4.779 1.823
69 H 5.536 -3.127 1.612
70 H 4.107 -4.023 -0.238
71 H 4.994 -6.101 -1.311

Computed properties:
lowest unoccupied orbital energy	0.0	eV
SMILES	CCCCN(CCCC[C@H](OCP(C)O)[C@H](C)N)C(=S)SCCC.c1cc[nH]c1
energy relative to the best compared isomer or geometry (same formula, charge and spin)	168.0	kJ/mol
HOMO	-8.04	eV
energy	-61980.4062	eV
spin multiplicity	1
gap between HOMO and LUMO	8.06	eV

Löwdin population analysis, charges in e, atoms 1 to 5: -0.115 -0.222 -0.201 -0.194 -0.181